Here is the ion C4H10NS with charge -1 at a distorted geometry from the OMol25 dataset. Energies are from wB97M-V/def2-TZVPD.

Atoms and positions in Å:
C 1.81428 0.79369 0.73238
N 0.90889 -0.32497 0.52311
C -0.55617 -0.02866 0.23488
C -1.29208 -1.38603 0.30704
C -0.64698 0.58712 -1.20116
S -2.33413 1.23728 -1.59945
H 1.54777 1.42928 1.59064
H 1.81788 1.43950 -0.15304
H 2.78129 0.32854 0.96158
H 1.21586 -0.82481 -0.30427
H -0.75953 0.60016 1.10995
H -0.88615 -2.02542 1.06922
H -2.26029 -0.93792 0.56514
H -1.09798 -1.88856 -0.63580
H -0.47320 -0.23969 -1.90590
H 0.22052 1.24050 -1.29433

Cartesian forces (eV/Å) of the 6 atoms listed first:
C -0.37 -0.24 -0.19
N -0.63 -0.56 0.13
C 2.84 -0.78 -0.25
C 0.31 2.21 0.29
C -1.16 -0.47 1.04
S 0.67 0.19 0.11

Properties
**SMILES string**: CN[C@H](C)C[S-]
**Frontier orbital gap**: 6.247 eV
**Relative energy (zero: lowest compared OMol25 entry of this formula, charge and spin)**: 17.0 kcal/mol
**Net charge**: -1
**Highest occupied orbital energy**: -2.33 eV